C23H22N2OS2Tc as an isolated structure. Source: the OMol25 dataset; level of theory: the ωB97M-V functional and the def2-TZVPD basis.

Last column: Löwdin spin population.
Element x y z (Å)
Tc (-0.03, -0.46, 0.27)  1.756
C (2.93, -0.17, 2.45)  0.005
C (2.64, -0.05, 1.00)  0.037
N (1.95, -1.06, 0.37)  0.233
N (2.47, -1.48, -0.77)  0.282
C (1.65, -2.07, -1.63)  0.050
S (-0.09, -2.03, -1.47)  0.016
S (2.25, -2.84, -3.01)  0.275
C (4.05, -2.45, -2.97)  0.013
C (4.34, -1.38, -3.98)  0.015
C (4.79, -1.72, -5.25)  0.006
C (5.05, -0.72, -6.18)  0.000
C (4.85, 0.61, -5.85)  0.007
C (4.40, 0.95, -4.58)  0.000
C (4.14, -0.04, -3.65)  0.008
C (2.95, 1.07, 0.20)  0.029
C (4.13, 1.84, 0.37)  0.005
C (4.40, 2.87, -0.48)  0.016
C (3.47, 3.20, -1.48)  0.006
C (2.27, 2.52, -1.63)  0.008
C (1.98, 1.47, -0.78)  0.017
O (0.73, 0.96, -0.79)  0.103
H (3.20, -1.19, 2.72)  0.000
H (2.04, 0.11, 3.02)  0.000
H (3.70, 0.53, 2.75)  0.000
H (4.53, -3.40, -3.21)  0.003
H (4.30, -2.17, -1.95)  -0.001
H (4.96, -2.75, -5.51)  0.000
H (5.41, -0.98, -7.17)  0.000
H (5.05, 1.39, -6.57)  0.000
H (4.25, 1.99, -4.32)  0.000
H (3.80, 0.22, -2.65)  0.000
H (4.84, 1.55, 1.13)  0.000
H (5.32, 3.42, -0.39)  0.001
H (3.69, 4.03, -2.14)  0.000
H (1.54, 2.82, -2.36)  0.000
C (-2.41, 0.46, 1.67)  0.001
C (-2.12, -0.99, 1.37)  -0.010
C (-2.91, -1.73, 0.48)  0.033
C (-2.74, -3.10, 0.36)  0.008
C (-1.74, -3.77, 1.08)  0.028
C (-0.91, -3.06, 1.91)  0.025
C (-1.09, -1.67, 2.07)  0.014
H (-3.23, 0.53, 2.38)  -0.001
H (-2.71, 1.02, 0.79)  0.001
H (-1.56, 0.97, 2.16)  0.000
H (-3.70, -1.23, -0.07)  0.002
H (-3.40, -3.66, -0.30)  0.000
H (-1.63, -4.84, 0.98)  0.001
H (-0.13, -3.56, 2.47)  0.000
H (-0.57, -1.15, 2.87)  0.007

Values from the calculation:
* 2S+1: 4
* charge: +2
* energy: -53086.4220 eV
* E_HOMO (alpha / beta): -0.5190 / -0.5174 Ha
* energy above the lowest of the compared OMol25 structures with the same formula, charge and spin: 56.1 kcal per mole
* LUMO level (alpha / beta): -8.6 / -9.1 eV
* Kohn-Sham gap (alpha / beta): 0.204 / 0.182 hartree

C23H22N5O5S2Tl as an isolated structure. Source: the OMol25 dataset; level of theory: the ωB97M-V functional and the def2-TZVPD basis.

Last column: Löwdin spin population.
Element x y z (Å)
Tl (-0.29, -0.88, -0.91)  -0.001
C (0.63, 3.07, 0.49)  0.000
N (1.08, 1.74, 0.86)  0.000
C (2.47, 1.54, 0.51)  0.049
C (2.98, 0.13, 0.59)  0.301
C (4.35, -0.12, 0.37)  0.012
C (4.80, -1.39, 0.21)  0.216
C (3.84, -2.53, 0.10)  0.048
C (2.50, -2.09, 0.66)  0.169
N (2.11, -0.88, 0.83)  0.006
C (0.80, 1.44, 2.26)  0.001
C (-0.68, 1.31, 2.50)  0.000
C (-1.41, 2.31, 3.13)  0.000
C (-2.78, 2.16, 3.28)  0.000
C (-3.38, 1.00, 2.81)  0.000
C (-2.57, 0.05, 2.20)  0.000
N (-1.26, 0.19, 2.05)  0.000
C (-0.21, 3.14, -0.77)  0.000
C (-0.83, 4.35, -1.09)  0.000
C (-1.61, 4.42, -2.23)  0.000
C (-1.74, 3.29, -3.03)  0.000
C (-1.08, 2.14, -2.63)  0.000
N (-0.33, 2.06, -1.53)  0.000
H (1.49, 3.75, 0.36)  0.000
H (0.04, 3.50, 1.30)  0.000
H (3.13, 2.17, 1.14)  0.012
H (2.61, 1.88, -0.52)  0.016
H (5.04, 0.72, 0.32)  -0.006
H (5.85, -1.60, 0.06)  0.012
H (4.18, -3.39, 0.69)  0.015
H (1.80, -3.85, 0.57)  0.004
H (1.22, 2.20, 2.94)  0.000
H (1.27, 0.48, 2.48)  0.001
H (-0.91, 3.20, 3.49)  0.000
H (-3.37, 2.93, 3.77)  0.000
H (-4.44, 0.84, 2.90)  0.000
H (-3.00, -0.86, 1.79)  0.000
H (-0.71, 5.21, -0.45)  0.000
H (-2.11, 5.34, -2.50)  0.000
H (-2.35, 3.29, -3.92)  0.000
H (-1.16, 1.22, -3.21)  0.000
O (2.25, -3.36, -3.18)  0.018
S (2.33, -2.43, -2.05)  0.014
O (3.78, -2.99, -1.25)  0.047
O (2.69, -1.06, -2.43)  0.007
O (1.66, -3.06, 1.10)  0.055
O (-2.81, -0.09, -1.43)  0.000
N (-3.89, -0.79, -1.67)  0.000
C (-4.95, -0.12, -2.17)  0.000
C (-6.14, -0.73, -2.47)  0.000
C (-6.25, -2.10, -2.24)  0.000
C (-5.18, -2.77, -1.73)  0.000
C (-3.95, -2.14, -1.41)  0.000
S (-2.63, -2.99, -0.76)  0.000
H (-4.76, 0.94, -2.31)  0.000
H (-6.96, -0.14, -2.87)  0.000
H (-7.17, -2.63, -2.47)  0.000
H (-5.21, -3.84, -1.54)  0.000

Values from the calculation:
* 2S+1: 2
* charge: -1
* energy: -68259.4279 eV
* E_HOMO (alpha / beta): -0.1449 / -0.1628 Ha
* energy above the lowest of the compared OMol25 structures with the same formula, charge and spin: 30.3 kcal per mole
* LUMO level (alpha / beta): 2.4 / 2.4 eV
* Kohn-Sham gap (alpha / beta): 0.234 / 0.250 hartree

C23H22N5O7Pt as an isolated structure. Source: the OMol25 dataset; level of theory: the ωB97M-V functional and the def2-TZVPD basis.

Last column: Löwdin charge in e.
Element x y z (Å)
Pt (-0.23, 0.39, -0.85)  1.214
C (2.25, -0.37, -2.49)  -0.085
N (2.15, 0.34, -1.22)  -0.266
C (2.95, -0.31, -0.20)  -0.058
C (2.45, 1.75, -1.33)  -0.208
C (3.64, 2.18, -1.87)  -0.041
C (3.91, 3.53, -2.02)  -0.106
C (2.93, 4.45, -1.68)  -0.104
C (1.75, 4.04, -1.08)  -0.021
C (1.49, 2.68, -0.84)  -0.212
N (0.42, 2.15, -0.15)  -0.126
C (-0.26, 2.69, 0.92)  -0.208
C (-0.57, 4.04, 1.10)  -0.025
C (-1.20, 4.50, 2.24)  -0.105
C (-1.52, 3.63, 3.27)  -0.104
C (-1.30, 2.28, 3.08)  -0.036
C (-0.72, 1.79, 1.93)  -0.203
N (-0.57, 0.38, 1.72)  -0.264
C (-1.77, -0.40, 2.00)  -0.076
C (0.56, -0.16, 2.45)  -0.080
H (3.27, -0.38, -2.89)  0.084
H (1.58, 0.09, -3.22)  0.096
H (1.93, -1.40, -2.32)  0.073
H (4.00, -0.40, -0.51)  0.093
H (2.56, -1.31, -0.03)  0.076
H (2.91, 0.27, 0.72)  0.082
H (4.39, 1.46, -2.18)  0.107
H (4.86, 3.86, -2.42)  0.092
H (3.09, 5.50, -1.85)  0.098
H (1.02, 4.79, -0.84)  0.079
H (-0.38, 4.75, 0.31)  0.082
H (-1.44, 5.55, 2.33)  0.097
H (-1.96, 3.99, 4.18)  0.093
H (-1.59, 1.58, 3.86)  0.107
H (-1.98, -0.48, 3.07)  0.081
H (-1.62, -1.40, 1.60)  0.084
H (-2.63, 0.05, 1.50)  0.095
H (0.34, -0.25, 3.52)  0.086
H (1.42, 0.50, 2.33)  0.079
H (0.80, -1.15, 2.06)  0.085
O (-3.99, -0.53, -0.71)  0.028
C (-2.89, -0.84, -1.14)  -0.657
O (-2.11, -0.07, -1.80)  -0.171
C (-2.42, -2.29, -0.94)  -0.057
C (-3.37, -3.25, -0.79)  0.071
C (-3.02, -4.61, -0.66)  -0.161
C (-1.68, -4.98, -0.63)  0.086
C (-0.70, -4.01, -0.71)  -0.075
C (-1.02, -2.61, -0.93)  -0.288
O (-0.09, -1.78, -1.10)  -0.143
N (0.65, -4.42, -0.63)  -0.350
O (1.55, -3.59, -0.66)  0.052
O (0.88, -5.62, -0.52)  0.034
N (-4.02, -5.60, -0.58)  -0.374
O (-5.19, -5.24, -0.55)  0.052
O (-3.69, -6.78, -0.54)  0.042
H (-4.42, -2.98, -0.78)  0.129
H (-1.39, -6.01, -0.53)  0.126

Values from the calculation:
* charge: -1
* energy: -49233.3443 eV
* E_HOMO (alpha / beta): -0.1743 / -0.1744 Ha
* LUMO level (alpha / beta): 2.1 / 2.1 eV
* Kohn-Sham gap (alpha / beta): 0.252 / 0.252 hartree

One molecule with the formula C23H22O8. Source: the OMol25 dataset; level of theory: the ωB97M-V functional and the def2-TZVPD basis.

Last column: Löwdin charge in e.
Element x y z (Å)
C (-3.92, -0.63, -2.62)  -0.023
H (-5.00, -0.69, -2.77)  0.102
H (-3.64, 0.42, -2.53)  0.096
H (-3.40, -1.10, -3.44)  0.098
O (-3.55, -1.34, -1.45)  -0.006
C (-3.78, -0.74, -0.28)  -0.490
O (-4.27, 0.35, -0.16)  0.116
C (-3.39, -1.62, 0.90)  -0.271
C (-4.63, -2.37, 1.37)  0.005
H (-5.42, -1.66, 1.61)  0.092
H (-4.39, -2.95, 2.26)  0.090
H (-4.97, -3.04, 0.59)  0.095
O (-2.41, -2.59, 0.60)  0.016
C (-1.13, -2.20, 0.37)  -0.223
C (-0.17, -3.20, 0.40)  0.090
C (1.17, -2.87, 0.24)  -0.170
C (1.58, -1.54, 0.07)  -0.012
C (0.58, -0.54, -0.06)  -0.159
C (-0.76, -0.88, 0.11)  0.076
H (-1.51, -0.12, 0.03)  0.103
O (1.00, 0.70, -0.38)  0.002
C (0.08, 1.73, -0.63)  -0.259
C (0.89, 2.97, -1.00)  0.014
H (1.53, 2.74, -1.84)  0.092
H (0.23, 3.79, -1.25)  0.091
H (1.52, 3.25, -0.15)  0.085
C (-0.79, 2.05, 0.59)  -0.488
O (-0.47, 1.83, 1.73)  0.142
O (-1.92, 2.62, 0.19)  -0.024
C (-2.88, 2.99, 1.18)  -0.022
H (-3.14, 4.03, 1.03)  0.095
H (-2.46, 2.84, 2.18)  0.092
H (-3.76, 2.36, 1.04)  0.078
H (-0.59, 1.46, -1.47)  0.165
C (2.99, -1.28, 0.00)  -0.091
C (3.85, -2.34, -0.02)  0.081
C (3.40, -3.71, 0.08)  -0.440
O (4.10, -4.68, 0.04)  0.114
O (2.05, -3.89, 0.25)  0.135
H (4.91, -2.19, -0.06)  0.134
C (3.54, 0.09, 0.03)  -0.189
C (3.31, 0.91, 1.13)  -0.021
C (3.86, 2.17, 1.18)  -0.082
C (4.64, 2.64, 0.13)  -0.092
C (4.87, 1.82, -0.97)  -0.080
C (4.33, 0.55, -1.01)  -0.026
H (4.51, -0.09, -1.87)  0.119
H (5.48, 2.18, -1.79)  0.102
H (5.06, 3.63, 0.16)  0.101
H (3.68, 2.80, 2.04)  0.107
H (2.70, 0.55, 1.95)  0.130
H (-0.46, -4.23, 0.56)  0.137
H (-3.03, -0.95, 1.70)  0.172

Values from the calculation:
* energy: -40588.3028 eV
* SMILES string: COC(=O)[C@@H](C)Oc1cc(O[C@H](C)C(=O)OC)c2c(-c3ccccc3)cc(=O)oc2c1
* E_HOMO: -0.3058 Ha
* energy above the lowest of the compared OMol25 structures with the same formula, charge and spin: 0.0 kcal per mole
* LUMO level: 0.2 eV
* Kohn-Sham gap: 0.313 hartree